Entry from the OMol25 dataset: a cluster of 2 separate species, C5H16N3 in total (ωB97M-V/def2-TZVPD).

Structure (XYZ):
```
24
C5H16N3, DFT ωB97M-V/def2-TZVPD
C 0.1071 -2.1513 -2.6969
N -0.0119 -1.5949 -1.3526
C 0.3512 -2.2151 -0.2616
N 0.2859 -1.6965 0.9393
H 0.7488 -1.5115 -3.2979
H -0.8757 -2.2212 -3.1584
H 0.5500 -3.1432 -2.6216
H -0.3786 -0.6639 -1.2254
H 0.7037 -3.2350 -0.3726
H 0.0072 -0.6801 1.0497
H 0.5745 -2.2707 1.7152
C -1.3602 1.6854 1.5646
N -0.2481 1.1173 0.7933
C -0.1574 1.8086 -0.4975
C 1.0208 1.2891 1.5232
H -2.2863 1.5729 1.0054
H -1.1792 2.7481 1.7606
H -1.4614 1.1814 2.5268
H 0.6926 1.4537 -1.0795
H -1.0886 1.6378 -1.0459
H -0.0417 2.8907 -0.3767
H 1.8355 0.8417 0.9483
H 0.9642 0.8034 2.4952
H 1.2475 2.3536 1.6651
```

Properties
Energy relative to the best compared isomer or geometry (same formula, charge and spin)   21.2 kcal/mol
Frontier orbital gap   10.28 eV
Charge   +1
Multiplicity   1
E_LUMO   -2.821 eV
Max |F|   0.60 eV Å⁻¹
Total energy   -9908.796 eV

Here is what Mulliken gives for the atomic charges, in e:
1 C -0.795
2 N -0.080
3 C 0.205
4 N -0.211
5 H 0.321
6 H 0.321
7 H 0.286
8 H 0.107
9 H 0.343
10 H 0.495
11 H 0.223
12 C -1.070
13 N -0.140
14 C -1.299
15 C -1.121
16 H 0.331
17 H 0.374
18 H 0.338
19 H 0.433
20 H 0.392
21 H 0.383
22 H 0.357
23 H 0.380
24 H 0.427